The following is a quantum chemistry calculation of 2 unconnected molecules or ions with the total composition C5H12NO2, from OMol25.

Computed properties:
Highest occupied orbital energy (alpha / beta) in eV: -20.2 / -20.2
LUMO energy (alpha / beta) in eV: -10.07 / -14.26
DFT total energy in a.u.: -402.174952
<S²>: 0.758
ΔE to the lowest compared entry with this formula, charge and spin in kcal per mole: 11.18
HOMO-LUMO gap (alpha / beta) in eV: 10.15 / 5.96

Geometry as ORCA input:
```
! RIJCOSX wB97M-V def2-TZVPD def2/J DEFGRID3
* xyz 2 2
O 1.194 2.694 0.330
C 0.184 2.260 0.741
C -0.404 0.845 0.253
N 0.595 0.147 -0.682
C 1.220 -0.895 0.175
C 0.134 -1.354 1.147
C -0.716 -0.083 1.422
H -0.410 2.729 1.554
H -1.192 1.164 -0.448
H 0.075 -0.202 -1.544
H 1.275 0.853 -0.929
H 1.664 -1.760 -0.314
H 2.021 -0.477 0.796
H 0.549 -1.659 2.106
H -0.512 -2.139 0.755
H -0.597 0.317 2.434
H -1.789 -0.316 1.435
H -0.695 -0.576 -3.730
H -1.781 -0.827 -2.704
O -0.817 -0.722 -2.797
*
```

=====

The following is a quantum chemistry calculation of a single C5H8O molecule, from OMol25.

Computed properties:
Highest occupied orbital energy in eV: -9.7
LUMO energy in eV: 1.11
DFT total energy in a.u.: -270.434140
ΔE to the lowest compared entry with this formula, charge and spin in kcal per mole: 77.66
SMILES: C1CC1[C@H]1CO1
HOMO-LUMO gap in eV: 10.82

Geometry as ORCA input:
```
! RIJCOSX wB97M-V def2-TZVPD def2/J DEFGRID3
* xyz 0 1
C -1.755 -0.159 -0.564
C -1.142 1.148 -0.119
C -0.419 -0.148 0.121
C 0.912 -0.705 -0.260
C 2.043 -0.122 0.440
O 1.422 -1.172 1.120
H -1.829 -0.315 -1.642
H -2.604 -0.557 -0.015
H -1.557 1.612 0.774
H -0.825 1.857 -0.879
H -0.209 -0.481 1.145
H 1.009 -1.438 -1.061
H 3.029 -0.412 0.115
H 1.926 0.891 0.824
*
```

=====

The following is a quantum chemistry calculation of a molecular structure, C24H42As2N5O2Pd, from OMol25.

Computed properties:
Highest occupied orbital energy in eV: -10.3
LUMO energy in eV: -2.50
DFT total energy in a.u.: -5963.230685
ΔE to the lowest compared entry with this formula, charge and spin in kcal per mole: 0.00
HOMO-LUMO gap in eV: 7.80

Geometry as ORCA input:
```
! RIJCOSX wB97M-V def2-TZVPD def2/J DEFGRID3
* xyz 1 1
Pd -0.869 -0.964 -0.285
C -2.160 -2.431 2.893
As -0.978 -1.157 2.062
C -1.435 0.482 2.986
C 0.778 -1.601 2.749
C 0.860 -2.156 4.026
C 2.090 -2.486 4.570
C 3.246 -2.261 3.838
C 3.167 -1.701 2.573
C 1.939 -1.362 2.009
As 1.846 -0.537 0.231
C 3.486 -1.205 -0.572
C 2.459 1.252 0.763
H -2.208 -2.241 3.964
H -1.788 -3.438 2.714
H -3.144 -2.334 2.442
H -1.371 0.320 4.061
H -2.450 0.767 2.713
H -0.739 1.269 2.699
H -0.037 -2.342 4.604
H 2.144 -2.923 5.558
H 4.211 -2.522 4.253
H 4.079 -1.531 2.015
H 3.480 -2.292 -0.520
H 4.372 -0.799 -0.088
H 3.481 -0.913 -1.621
H 3.405 1.211 1.300
H 1.706 1.716 1.402
H 2.581 1.856 -0.137
C -1.496 0.034 -5.029
C -0.099 0.204 -4.426
C 0.447 1.586 -4.765
C 0.845 -0.875 -4.948
N -0.108 0.153 -2.946
N -0.663 -1.039 -2.394
H -1.460 0.180 -6.108
H -2.193 0.768 -4.616
H -1.903 -0.966 -4.863
H 0.517 1.713 -5.845
H 1.439 1.720 -4.332
H -0.210 2.371 -4.380
H 0.952 -0.786 -6.029
H 0.469 -1.879 -4.744
H 1.830 -0.772 -4.491
H -0.668 0.918 -2.585
H 0.016 -1.789 -2.509
H -1.537 -1.311 -2.844
O 1.114 -3.299 -1.207
C 0.052 -3.749 -0.814
C -0.334 -5.214 -0.783
C -1.809 -5.201 -0.393
C -2.129 -3.734 -0.154
O -3.211 -3.293 0.153
N -0.988 -2.981 -0.346
H 0.304 -5.725 -0.061
H -0.132 -5.655 -1.758
H -2.035 -5.760 0.514
H -2.470 -5.578 -1.173
N -1.273 1.104 -0.259
C -1.221 2.214 0.067
N -1.172 3.458 0.440
C 0.035 4.269 0.192
C 0.528 4.868 1.502
C -0.630 5.462 2.336
C -1.946 5.484 1.560
C -2.336 4.086 1.108
H -0.213 5.045 -0.535
H 0.785 3.622 -0.258
H 1.274 5.628 1.269
H 1.041 4.092 2.073
H -0.383 6.472 2.660
H -0.771 4.873 3.245
H -1.871 6.150 0.697
H -2.751 5.874 2.182
H -3.183 4.108 0.421
H -2.607 3.474 1.972
*
```

=====

The following is a quantum chemistry calculation of 2 unconnected molecules or ions with the total composition C6H10O, from OMol25.

Computed properties:
Highest occupied orbital energy in eV: -8.1
LUMO energy in eV: 0.34
DFT total energy in a.u.: -309.696621
ΔE to the lowest compared entry with this formula, charge and spin in kcal per mole: 91.46
SMILES: C=CC(=C)O.C=C
HOMO-LUMO gap in eV: 8.45

Geometry as ORCA input:
```
! RIJCOSX wB97M-V def2-TZVPD def2/J DEFGRID3
* xyz 0 1
C -0.709 0.010 1.845
C 0.185 -0.111 0.856
C 0.831 1.184 0.094
C 0.257 2.382 0.031
O 2.031 0.877 -0.472
H -0.634 -0.562 2.756
H -1.568 0.657 1.766
H 1.025 -0.782 0.998
H 0.690 3.191 -0.541
H -0.627 2.610 0.599
H 2.422 1.666 -0.871
C -0.569 -1.178 -1.036
C -0.688 -2.520 -1.091
H 0.286 -0.702 -1.544
H -1.445 -0.552 -1.170
H -1.631 -2.993 -1.323
H 0.145 -3.177 -0.897
*
```

=====

The following is a quantum chemistry calculation of 2 unconnected molecules or ions with the total composition C2H9N2O, from OMol25.

Computed properties:
Highest occupied orbital energy in eV: -13.2
LUMO energy in eV: -5.43
DFT total energy in a.u.: -266.065153
ΔE to the lowest compared entry with this formula, charge and spin in kcal per mole: 54.29
HOMO-LUMO gap in eV: 7.80

Geometry as ORCA input:
```
! RIJCOSX wB97M-V def2-TZVPD def2/J DEFGRID3
* xyz 1 1
C 0.746 2.949 0.169
N 0.270 1.884 -0.330
H 0.191 3.871 0.070
H 1.696 2.901 0.677
H 0.790 1.013 -0.268
H -0.695 1.735 -0.618
N 0.109 -2.697 -0.154
C -0.215 -1.488 0.501
O -0.923 -0.507 -0.304
H -0.593 -3.416 -0.053
H 0.365 -2.603 -1.127
H -0.813 -1.689 1.388
H 0.693 -0.973 0.823
H -1.620 -0.980 -0.774
*
```

=====

The following is a quantum chemistry calculation of a molecular structure, C48H52CaGe2N9OS, from OMol25.

Computed properties:
Highest occupied orbital energy in eV: -4.3
LUMO energy in eV: 1.84
DFT total energy in a.u.: -7658.201700
ΔE to the lowest compared entry with this formula, charge and spin in kcal per mole: 0.00
HOMO-LUMO gap in eV: 6.13

Geometry as ORCA input:
```
! RIJCOSX wB97M-V def2-TZVPD def2/J DEFGRID3
* xyz -1 1
Ca -1.022 0.547 -0.481
C 4.077 3.679 -0.998
C 3.054 2.622 -1.417
Ge 1.844 1.867 0.042
C 3.054 0.550 0.989
C 4.543 0.877 1.088
C 2.002 3.377 1.369
C 1.095 4.325 1.643
Ge -0.644 4.117 0.737
C -1.988 5.548 1.021
C -1.549 6.945 0.581
C -1.330 2.503 1.676
C -1.543 2.852 3.154
C 1.406 5.486 2.514
C 2.666 6.091 2.456
C 2.978 7.179 3.257
C 2.035 7.697 4.134
C 0.775 7.118 4.195
C 0.465 6.033 3.389
H 4.671 4.037 -1.847
H 4.769 3.300 -0.245
H 3.572 4.546 -0.565
H 3.565 1.773 -1.892
H 2.402 3.054 -2.183
H 2.928 -0.430 0.519
H 2.629 0.438 1.993
H 4.992 0.975 0.096
H 5.100 0.101 1.624
H 4.713 1.820 1.613
H 2.959 3.461 1.899
H -2.287 5.559 2.071
H -2.872 5.231 0.459
H -0.666 7.273 1.134
H -2.342 7.676 0.753
H -1.302 6.965 -0.481
H -0.531 1.756 1.649
H -2.256 2.098 1.274
H -0.622 3.220 3.609
H -1.850 1.961 3.704
H -2.322 3.605 3.285
H 3.401 5.703 1.760
H 3.960 7.631 3.189
H 2.277 8.550 4.756
H 0.028 7.514 4.871
H -0.522 5.593 3.443
C -0.044 1.500 -3.594
N -1.264 1.614 -2.796
C -2.329 0.846 -3.447
C -1.731 3.016 -2.627
C -0.641 4.041 -2.420
C -0.150 4.631 -3.590
C 0.853 5.581 -3.579
C 1.381 5.976 -2.362
C 0.891 5.412 -1.197
C -0.121 4.440 -1.180
H -0.166 1.925 -4.601
H 0.197 0.441 -3.698
H 0.785 2.000 -3.098
H -2.569 1.266 -4.436
H -3.228 0.869 -2.834
H -2.012 -0.189 -3.568
H -2.453 3.024 -1.812
H -2.274 3.306 -3.538
H -0.577 4.329 -4.539
H 1.209 6.009 -4.508
H 2.167 6.719 -2.311
H 1.318 5.747 -0.261
C -1.432 -13.118 1.750
O -0.305 -12.267 1.745
C -0.475 -11.004 1.266
C 0.644 -10.177 1.309
C 0.568 -8.880 0.845
C -0.624 -8.376 0.324
C -1.737 -9.207 0.293
C -1.673 -10.512 0.757
C -0.742 -7.002 -0.168
N -1.879 -6.396 -0.432
C -1.526 -5.122 -0.789
C -0.161 -4.977 -0.786
N 0.336 -6.195 -0.404
C 0.503 -3.753 -1.097
C 1.893 -3.591 -1.184
C 2.402 -2.359 -1.499
C 1.515 -1.293 -1.680
N 0.205 -1.412 -1.563
C -0.312 -2.629 -1.295
C -1.761 -2.733 -1.157
N -2.461 -1.584 -1.160
C -3.777 -1.650 -1.058
C -4.476 -2.856 -0.944
C -3.769 -4.030 -0.884
C -2.375 -3.983 -0.978
H -1.099 -14.059 2.180
H -1.803 -13.296 0.737
H -2.239 -12.707 2.362
H 1.563 -10.570 1.724
H 1.447 -8.251 0.919
H -2.664 -8.811 -0.100
H -2.559 -11.129 0.717
H 1.254 -6.320 -0.010
H 2.549 -4.429 -0.990
H 3.467 -2.190 -1.574
H 1.889 -0.295 -1.883
H -4.298 -0.703 -1.042
H -5.555 -2.840 -0.869
H -4.253 -4.988 -0.743
N -0.473 -1.040 1.354
C -0.270 -2.123 1.738
N -0.127 -3.322 2.194
C 0.944 -4.040 1.973
N 1.844 -4.761 1.817
S -5.920 2.492 -0.616
C -4.448 1.826 -0.496
N -3.381 1.339 -0.443
*
```